Entry from OMol25: a cluster of 2 separate species, C2H7N4O in total (ωB97M-V/def2-TZVPD).

Computed properties:
**Relative energy (zero: lowest compared OMol25 entry of this formula, charge and spin)**: 82.16 kcal per mole
**E_tot**: -374.31871 Ha
**Charge**: +1
**E_HOMO**: -0.55667 Eh
**HOMO-LUMO gap**: 10.46 eV

Positions of all 14 atoms, in Å:
N 2.53 0.59 0.28
H -1.11 -2.18 -0.89
H 0.50 2.57 0.01
H 0.52 1.64 -1.34
O -1.47 0.81 1.06
H -0.08 -2.68 0.29
C -0.11 -0.50 -0.14
N 0.03 1.84 -0.48
H -2.23 1.11 0.56
N 3.51 0.14 0.52
N -0.53 0.71 0.08
C -0.78 -1.74 0.06
H -1.58 -1.59 0.67
H 0.81 -0.71 -0.67

=====

Entry from OMol25: the molecule C2H2FP (ωB97M-V/def2-TZVPD).

Computed properties:
**Relative energy (zero: lowest compared OMol25 entry of this formula, charge and spin)**: 48.59 kcal per mole
**SMILES**: FC#CP
**E_tot**: -518.51105 Ha
**E_HOMO**: -0.34834 Eh
**HOMO-LUMO gap**: 10.28 eV

Positions of all 6 atoms, in Å:
C -0.37 0.10 0.00
H 1.72 -0.20 1.01
C -1.56 -0.04 0.00
H 1.72 -0.20 -1.01
P 1.30 0.68 0.00
F -2.81 -0.34 0.00

=====

Entry from OMol25: a structure of composition C24H46As3CoN7OS2 (ωB97M-V/def2-TZVPD).

Computed properties:
**Relative energy (zero: lowest compared OMol25 entry of this formula, charge and spin)**: 8.51 kcal per mole
**E_tot**: -10286.74970 Ha
**Charge**: +2
**<S²>**: 1.025
**2S+1**: 2
**E_HOMO (spin up / spin down)**: -0.46044 / -0.46045 Eh
**HOMO-LUMO gap (spin up / spin down)**: 6.74 / 7.89 eV

Positions of all 84 atoms, in Å:
N -0.33 0.01 -2.75
C 2.95 1.23 -1.41
C -0.02 -8.45 1.20
H 0.55 -9.30 0.85
H -0.01 6.46 2.92
O -0.55 1.94 -1.65
C 2.36 0.92 1.63
H 0.17 -2.52 -4.66
H 0.34 1.16 3.44
N -0.11 2.08 -3.88
C 0.16 0.07 -5.09
H -0.90 4.97 2.66
H -4.25 -1.61 -3.83
H 2.70 -2.04 0.74
C -2.42 0.74 2.67
H 2.47 2.17 -1.68
H -1.98 -5.41 2.55
S -3.04 -0.58 -0.62
C -0.49 -6.09 1.14
C 0.10 5.39 2.77
C 0.29 1.93 2.66
C 1.70 2.21 2.14
H 0.36 -0.45 -6.02
C -0.34 1.36 -2.73
N -2.13 -3.64 0.67
H 1.01 -7.06 -0.05
H 0.78 -4.80 0.18
H 3.01 -1.90 -1.00
N -3.50 0.64 -2.92
H -3.34 1.48 -2.39
C -1.91 3.03 0.89
C -1.02 -8.63 2.15
C 0.24 -7.19 0.70
H 4.05 -1.04 0.15
Co -0.55 -0.09 -0.55
H -2.19 3.56 1.79
N -3.84 -1.63 -2.91
H 2.66 3.29 0.55
C -1.46 -6.26 2.12
C 1.67 3.23 0.99
H -0.11 2.84 3.12
N -0.13 -1.98 -3.86
H 3.70 5.55 1.26
H 3.45 1.05 1.60
H 3.03 5.47 2.90
H -3.87 -2.50 -2.41
S -0.05 -2.50 -0.56
H -1.23 -9.61 2.55
As 1.88 0.21 -0.14
H -1.22 3.63 0.29
H -2.64 -2.80 0.40
H -0.06 3.96 -4.80
C 2.87 5.84 1.89
C -0.10 -0.65 -3.89
H -1.05 3.87 -3.32
H 3.93 1.45 -0.97
H 2.83 6.93 1.92
C -3.49 -0.52 -2.26
C 2.56 2.70 3.31
H -2.14 -0.22 3.11
As 1.18 5.17 1.14
H 1.00 2.84 0.21
H 2.10 3.56 3.81
C -0.86 -3.75 0.31
H 0.70 3.90 -3.20
As -1.08 1.34 1.39
C 0.14 1.42 -5.04
H -0.21 -2.45 -2.96
C -0.13 3.54 -3.80
H 0.58 4.97 3.66
H 3.55 2.99 2.97
H 3.09 0.62 -2.30
H -2.62 -4.39 1.12
H -2.52 1.48 3.47
H -3.38 0.63 2.16
H 2.68 1.91 4.06
H -2.80 2.82 0.30
H -2.48 -7.65 3.38
H 2.16 0.10 2.33
C -1.73 -7.53 2.61
H 0.34 2.03 -5.91
H -3.91 0.73 -3.84
C 3.03 -1.36 -0.05
N -0.14 -4.83 0.58

=====

Entry from OMol25: a cluster of 7 separate species, H14O7 in total (ωB97M-V/def2-TZVPD).

Computed properties:
**Relative energy (zero: lowest compared OMol25 entry of this formula, charge and spin)**: 15.43 kcal per mole
**SMILES**: O.O.O.O.O.O.O
**E_tot**: -535.09924 Ha
**E_HOMO**: -0.40509 Eh
**HOMO-LUMO gap**: 11.44 eV

Positions of all 21 atoms, in Å:
O -0.88 -0.97 -1.61
H -1.76 -0.58 1.03
H -1.06 0.72 -1.67
O -0.37 -0.79 1.70
H 2.10 -0.92 -0.38
H -1.79 1.55 -0.55
H 0.18 2.28 1.27
O -2.58 -0.30 0.54
H 2.17 0.95 0.42
H -1.61 -0.69 -1.03
H -3.30 -0.86 0.87
O 0.71 1.66 0.81
O 2.83 0.46 -0.16
H 2.09 -2.45 -0.29
H 0.24 1.73 -0.04
O 1.49 -1.72 -0.36
H 0.27 -1.32 1.18
O -1.10 1.63 -1.24
H -0.28 -1.43 -1.01
H 2.73 0.94 -1.00
H -0.06 0.10 1.51

=====

Entry from OMol25: a structure of composition C3H2LiO2Rb (ωB97M-V/def2-TZVPD).

Computed properties:
**Relative energy (zero: lowest compared OMol25 entry of this formula, charge and spin)**: 62.39 kcal per mole
**E_tot**: -297.45038 Ha
**E_HOMO**: -0.17717 Eh
**HOMO-LUMO gap**: 3.54 eV

Positions of all 9 atoms, in Å:
C -1.16 0.06 -0.03
O -2.27 0.00 -0.63
C 1.86 0.26 0.07
H 1.49 1.24 -0.24
O -0.18 -0.67 -0.59
Li 0.42 -2.75 0.01
C 1.11 -0.85 0.07
H 2.90 0.18 0.42
Rb -4.17 2.52 0.92

=====

Entry from OMol25: a cluster of 7 separate species, C19H56N8O7 in total (ωB97M-V/def2-TZVPD).

Computed properties:
**SMILES**: COC[C@H](C)N.COC[C@H](C)N.COC[C@H](C)N.COC[C@H](C)N.NC(N)=O.NC(N)=O.CO
**E_tot**: -1722.15803 Ha
**E_HOMO**: -0.32250 Eh
**HOMO-LUMO gap**: 8.98 eV

Positions of all 90 atoms, in Å:
C 2.41 0.04 -5.61
H 0.34 -0.44 -5.81
N 0.26 0.38 4.78
C 3.33 0.05 1.36
O 1.85 -1.25 5.02
C -2.60 -6.32 1.72
H -2.56 -7.42 1.68
H 2.84 -0.88 -6.00
H 2.59 -0.70 1.64
O 1.86 1.08 -3.57
H -4.01 2.39 4.10
H 3.75 0.50 2.27
C 3.29 1.19 -6.05
H -2.39 -3.80 0.59
H -0.75 -1.75 -0.10
H -5.09 -7.17 2.46
C 2.40 -0.15 -4.10
H 0.69 1.08 -5.81
H 8.21 0.40 -1.80
H 8.13 0.24 -0.03
H -0.77 -3.79 1.32
H 6.22 0.20 1.28
H -4.50 -5.91 3.55
N -1.98 2.72 -1.65
H -4.44 2.77 0.25
H 7.49 1.63 -0.77
N -2.48 3.61 2.08
C 1.41 -0.14 5.29
C -1.64 -5.80 0.66
H -6.92 3.93 0.54
C -2.40 3.98 -1.40
H 4.29 1.23 -5.61
H -3.97 0.87 3.39
H 1.71 0.47 -1.57
C -4.63 2.72 1.32
H -5.29 1.86 1.50
H 6.40 -1.27 -0.79
H -5.37 4.82 0.00
H -3.65 3.82 -2.99
N 1.07 0.19 -6.12
C 5.51 0.30 0.45
H 5.29 1.04 -2.05
H -3.75 5.31 -2.06
N -3.31 4.44 -2.28
C -3.42 1.82 3.38
H -2.72 1.72 1.43
H -0.16 -0.07 1.41
O -1.99 4.64 -0.44
H 4.60 -0.44 -1.89
H -2.41 1.65 3.75
N 5.47 0.05 -2.00
C 2.15 1.25 -2.19
C -0.93 -0.68 -0.30
H 0.10 1.31 5.09
O -5.22 3.92 1.79
H -6.55 5.42 1.16
H -0.75 -0.59 -1.37
C -6.04 4.52 0.82
H -3.07 4.36 2.43
N 2.03 0.80 6.08
H 1.72 1.75 6.09
H -1.47 -5.79 -1.40
H -2.27 3.98 1.14
H 3.48 1.10 -7.12
N -1.91 -6.35 -0.68
H 1.78 -1.02 -3.83
C 6.25 -0.19 -0.78
H -2.22 -5.91 2.66
H 3.23 1.35 -2.05
H 2.86 0.83 0.75
H -1.36 2.28 -1.00
O -3.91 -5.88 1.47
H 2.99 0.64 6.34
H -2.89 -6.05 -0.70
C 7.58 0.55 -0.92
C -1.40 -4.27 0.57
H 1.77 2.24 -1.91
H 5.20 1.34 0.36
H -2.33 2.17 -2.41
H -0.59 -6.07 0.84
C -4.83 -6.11 2.53
C -3.31 2.43 2.02
H -0.91 -4.11 -0.38
H 2.80 2.16 -5.93
O 4.39 -0.55 0.65
H 3.37 -0.37 -3.65
H -1.95 -0.59 0.08
H -5.74 -5.54 2.38
H -0.27 -0.24 4.19
O 0.00 0.06 0.47

=====

Entry from OMol25: the molecule C3H4N2OS (ωB97M-V/def2-TZVPD).

Computed properties:
**Relative energy (zero: lowest compared OMol25 entry of this formula, charge and spin)**: 90.23 kcal per mole
**E_tot**: -699.52834 Ha
**E_HOMO (spin up / spin down)**: -0.33842 / -0.33839 Eh
**HOMO-LUMO gap (spin up / spin down)**: 7.52 / 7.52 eV

Positions of all 11 atoms, in Å:
C 0.24 -1.24 0.69
N -0.74 -2.12 0.26
H 0.70 -1.50 1.64
N -1.95 -0.06 -0.49
O -3.42 1.12 0.81
H -2.43 1.81 -0.75
S -2.07 -1.59 -0.42
H 0.58 -0.05 -1.03
H 1.45 0.50 0.50
C 0.67 -0.20 0.00
C -2.60 1.03 -0.08

=====

Entry from OMol25: a structure of composition C12H11F9N2O2S2 (ωB97M-V/def2-TZVPD).

Computed properties:
**E_tot**: -2418.83296 Ha
**Charge**: -2
**E_HOMO**: 0.06645 Eh
**HOMO-LUMO gap**: 2.21 eV

Positions of all 38 atoms, in Å:
H -1.69 -2.05 2.17
H -3.38 -0.78 0.96
C -3.42 3.03 2.48
F 3.30 0.64 0.80
C -3.91 1.61 3.08
N -3.01 -0.10 -1.72
H 3.17 -2.63 -0.42
F 3.92 2.50 -0.34
C -2.46 -1.10 0.47
H 0.43 -2.71 1.11
C 0.00 -1.88 -0.77
C 3.47 -0.88 -1.44
H 1.26 -1.93 -2.45
H -2.33 2.87 2.30
C -1.52 -1.80 1.13
O -3.74 4.09 3.24
O -3.58 0.54 2.33
F 2.14 2.55 1.04
S 2.54 1.65 -0.21
H -3.49 1.62 4.12
N -0.87 -0.78 -2.78
C 1.30 -2.27 -1.43
F 3.99 1.18 -2.41
F 1.96 0.52 -2.52
H -3.86 3.03 1.44
S -2.24 0.02 -3.12
F 1.19 0.85 -0.06
H 2.26 -1.34 0.28
F 1.84 2.70 -1.20
C 3.02 0.56 -1.74
F 3.64 -1.43 -2.69
H 1.33 -3.35 -1.41
C 2.55 -1.78 -0.66
H -5.01 1.76 3.24
C -0.98 -1.16 -1.51
C -2.22 -0.76 -0.89
F 4.71 -0.86 -0.91
C -0.31 -2.17 0.52

=====

Entry from OMol25: a cluster of 4 separate species, C2H11O3S in total (ωB97M-V/def2-TZVPD).

Computed properties:
**Relative energy (zero: lowest compared OMol25 entry of this formula, charge and spin)**: 17.15 kcal per mole
**E_tot**: -706.74654 Ha
**Charge**: -1
**E_HOMO**: -0.11551 Eh
**HOMO-LUMO gap**: 6.70 eV

Positions of all 17 atoms, in Å:
H -1.36 1.60 1.96
H 2.16 -0.35 -0.20
O 2.45 -0.70 0.68
O -2.03 0.87 1.92
H -1.28 -1.14 -0.01
H -0.93 -2.51 -1.09
H 0.40 2.15 0.21
H 2.23 0.07 1.21
O 0.32 2.28 1.17
H 0.35 -1.76 -0.37
C -0.62 -1.49 -0.80
C -0.44 -0.57 -2.00
H -1.61 0.25 2.54
H 1.09 1.79 1.53
H -1.33 0.07 -1.98
H -0.37 -1.14 -2.92
S 0.98 0.58 -1.85

=====

Entry from OMol25: the molecule C4H6N2O (ωB97M-V/def2-TZVPD).

Computed properties:
**Relative energy (zero: lowest compared OMol25 entry of this formula, charge and spin)**: 187.70 kcal per mole
**E_tot**: -340.49579 Ha
**E_HOMO (spin up / spin down)**: -0.30522 / -0.30524 Eh
**HOMO-LUMO gap (spin up / spin down)**: 8.29 / 8.29 eV

Positions of all 13 atoms, in Å:
N 0.56 1.14 -0.01
H 3.08 0.40 0.52
C -0.31 1.33 -1.01
H -2.47 0.79 0.73
C -1.89 -0.11 0.52
H -0.99 2.14 -0.74
C 0.40 -1.05 -0.27
H 0.59 -1.73 0.56
H 0.30 -1.61 -1.20
H -2.42 -1.05 0.57
O 2.36 -0.21 0.71
N 1.46 -0.01 -0.37
C -0.67 -0.05 0.01

=====

Entry from OMol25: a structure of composition C13H26B2F8NO10Ti (ωB97M-V/def2-TZVPD).

Computed properties:
**E_tot**: -3016.55937 Ha
**Charge**: -1
**<S²>**: 6.007
**2S+1**: 5
**E_HOMO (spin up / spin down)**: -0.07450 / -0.25176 Eh
**HOMO-LUMO gap (spin up / spin down)**: 3.90 / 7.68 eV

Positions of all 61 atoms, in Å:
H 7.34 27.28 10.06
H 1.55 33.92 11.17
O 3.46 33.16 11.04
C 6.09 27.46 12.75
H 5.48 24.46 11.53
H 3.42 30.14 15.01
B -0.03 29.76 11.26
H 2.90 31.73 14.20
H 4.14 25.63 11.94
H 3.47 30.34 13.29
H 3.16 25.55 9.43
H 8.21 29.04 14.92
C 7.49 29.05 14.11
H 2.17 25.22 7.20
F 1.31 29.58 11.06
C 4.61 29.29 6.35
F 0.64 27.89 13.70
B 1.76 27.07 13.98
Ti 3.54 28.58 10.90
O 4.06 30.94 10.69
H 0.93 24.95 8.39
H 3.06 27.00 8.64
O 7.10 27.73 13.59
H 1.15 26.52 7.52
O 5.86 29.18 6.98
H 7.61 32.49 10.63
C 4.93 31.48 14.39
H 6.57 29.53 14.45
C 2.40 26.28 9.13
H 5.18 26.01 10.66
C 6.69 31.91 10.53
F -0.15 30.69 12.27
O 5.31 28.29 12.32
H 6.75 30.99 11.11
H 1.82 32.11 11.59
C 5.94 28.78 8.27
O 5.05 28.70 9.13
O 6.14 26.12 12.45
C 5.17 25.50 11.62
C 2.01 32.96 10.93
F 2.70 27.46 13.06
F 1.40 25.81 13.65
F 2.13 27.24 15.32
H 1.59 32.63 9.99
H 7.88 29.73 13.36
C 7.73 28.27 9.85
C 1.64 25.69 8.02
C 3.59 30.88 14.23
O 1.82 26.70 10.31
O 7.28 28.67 8.52
H 6.66 31.59 9.49
H 3.95 28.54 6.77
H 4.15 30.27 6.50
N 5.98 31.99 14.56
H 4.79 29.08 5.30
F -0.72 30.10 10.14
C 4.30 32.17 10.85
H 7.45 29.02 10.59
H 8.81 28.36 9.98
O 5.53 32.72 10.88
F -0.55 28.53 11.70

=====

Entry from OMol25: a structure of composition C9H13NO (ωB97M-V/def2-TZVPD).

Computed properties:
**Relative energy (zero: lowest compared OMol25 entry of this formula, charge and spin)**: 85.58 kcal per mole
**E_tot**: -480.62089 Ha
**E_HOMO**: -0.35341 Eh
**HOMO-LUMO gap**: 9.07 eV

Positions of all 24 atoms, in Å:
C 3.26 -0.63 -0.82
H -3.04 0.94 -0.48
H -1.94 -1.54 1.54
H 3.38 -0.25 0.23
H -2.46 -1.80 -0.06
C 1.73 -0.81 -0.94
H -2.42 2.01 0.82
C -1.21 0.16 0.20
O 1.23 -1.89 -0.99
H 3.72 0.12 -1.53
C -2.51 1.01 0.46
C -1.59 -1.36 0.52
H -3.08 0.54 1.22
C 0.36 1.69 1.62
C -0.57 0.31 -1.22
H 3.83 -1.54 -0.76
C 0.01 0.46 1.06
N 0.72 2.72 2.00
H -0.87 1.20 -1.84
H -0.64 -2.00 0.49
C 0.96 0.39 -0.75
H 1.51 1.23 -0.87
H -0.67 -0.68 -1.67
H 0.30 -0.27 1.78

=====

Entry from OMol25: the molecule C5H10O (ωB97M-V/def2-TZVPD).

Computed properties:
**Relative energy (zero: lowest compared OMol25 entry of this formula, charge and spin)**: 31.51 kcal per mole
**SMILES**: CC/C=C\OC
**E_tot**: -271.70241 Ha
**E_HOMO**: -0.31927 Eh
**HOMO-LUMO gap**: 9.73 eV

Positions of all 16 atoms, in Å:
H 1.56 -0.73 1.21
C 1.02 -0.35 2.09
C -0.89 -1.09 0.85
C -0.61 -0.75 -0.42
H -1.16 -1.33 -1.17
H -1.40 1.69 -1.45
C 0.25 0.36 -0.94
H 1.15 -0.03 -1.44
O -0.37 -0.61 2.01
H 0.60 0.99 -0.12
H -0.89 0.64 -2.78
H -1.65 -1.84 1.06
H 0.10 2.04 -2.34
H 1.21 0.72 2.21
H 1.40 -0.87 2.98
C -0.53 1.23 -1.93

=====

Entry from OMol25: the molecule C3H4N4O (ωB97M-V/def2-TZVPD).

Computed properties:
**Relative energy (zero: lowest compared OMol25 entry of this formula, charge and spin)**: 138.65 kcal per mole
**SMILES**: [H]/N=c1\nccnn1O
**E_tot**: -410.78233 Ha
**E_HOMO**: -0.32489 Eh
**HOMO-LUMO gap**: 8.69 eV

Positions of all 12 atoms, in Å:
C -0.74 -1.49 -0.61
N 0.46 -1.17 -0.64
N 0.33 0.79 0.63
C -1.54 -0.38 -0.07
H -1.37 -2.18 -1.18
H -2.62 -0.16 -0.18
H 2.49 -0.53 -1.09
N -1.06 0.57 0.54
H -0.08 2.09 1.98
C 1.11 0.11 -0.15
O 0.72 2.05 1.13
N 2.29 0.31 -0.37

=====

Entry from OMol25: a structure of composition C16H32O2P2Pb (ωB97M-V/def2-TZVPD).

Computed properties:
**Relative energy (zero: lowest compared OMol25 entry of this formula, charge and spin)**: 36.18 kcal per mole
**E_tot**: -1654.68794 Ha
**E_HOMO (spin up / spin down)**: -0.21211 / -0.21315 Eh
**HOMO-LUMO gap (spin up / spin down)**: 5.52 / 5.67 eV

Positions of all 53 atoms, in Å:
Pb 3.01 0.88 2.72
H -4.37 -0.19 -2.05
H 0.20 -0.95 -4.22
H 4.66 2.73 3.39
C 3.80 -0.16 5.23
C 0.48 1.63 0.45
H -1.98 -3.50 -1.39
C 1.97 1.73 0.27
H -4.51 -0.06 0.54
H -3.70 -3.61 -0.87
H 0.09 0.88 -0.26
O 2.95 0.83 5.04
H 0.07 2.62 0.11
C -2.72 -3.18 -0.64
C -0.19 0.07 -4.32
H 2.15 -0.99 -1.11
H -5.08 -1.74 0.22
H -2.26 -1.67 -3.76
H -4.29 -1.93 -2.44
P -1.32 0.39 -2.89
C -3.69 -1.04 -2.22
H 0.25 -1.02 0.35
H 3.27 -1.44 0.18
C 1.14 -0.81 2.30
H -3.26 -0.26 -4.22
H 4.64 2.71 1.48
H -1.23 1.04 1.71
H -0.72 0.19 -5.27
C -0.17 1.35 1.86
C 1.21 -1.26 0.86
H -0.24 2.32 2.40
H 0.37 0.49 3.83
C 4.77 2.17 2.43
C 0.50 0.34 2.75
H 3.89 0.85 -0.06
H 5.50 1.32 2.45
C 2.40 -0.77 -0.04
H 1.25 -2.38 0.89
H 1.56 -1.52 3.02
C 2.81 0.68 0.01
C -2.72 -0.74 -3.39
O 4.33 -0.89 4.32
H -2.83 2.29 -2.74
H 0.64 0.78 -4.25
C -2.03 2.01 -3.43
H -3.90 -1.41 1.55
H 3.93 -0.20 6.29
H -2.41 1.94 -4.45
H 2.39 2.73 0.44
P -2.80 -1.34 -0.60
C -4.23 -1.12 0.54
H -1.23 2.76 -3.37
H -2.38 -3.52 0.35

=====

Entry from OMol25: the molecule C4H9N3O3 (ωB97M-V/def2-TZVPD).

Computed properties:
**Relative energy (zero: lowest compared OMol25 entry of this formula, charge and spin)**: 136.12 kcal per mole
**SMILES**: CC(C)(C(=O)NN)[N+](=O)[O-]
**E_tot**: -547.62912 Ha
**E_HOMO**: -0.34575 Eh
**HOMO-LUMO gap**: 9.76 eV

Positions of all 19 atoms, in Å:
O -1.12 0.09 1.49
C 0.63 -1.50 -0.86
H 0.03 -2.24 -0.15
H 0.55 -1.89 -1.90
H -2.20 -0.48 -0.11
H 1.55 -1.05 -0.62
C -0.08 0.23 0.85
N 1.01 1.37 2.60
H -2.12 0.21 -1.82
H -1.90 -1.50 -1.41
H 1.97 0.82 0.98
N 0.23 0.98 -1.51
H -0.02 1.36 2.93
N 1.08 0.61 1.40
H 1.52 0.97 3.47
C -1.73 -0.53 -1.04
C -0.27 -0.33 -0.87
O 1.43 1.09 -1.49
O -0.54 1.79 -1.93